Record 1
ORCA calculation (ωB97M-V with the def2-TZVPD basis set) on the molecule C3H8N4O.

Lowest unoccupied orbital energy   0.919 eV
SMILES   [H]/N=C(\C/C=N/N)NO
F_max   0.117 Eh/bohr
HOMO energy   -8.92 eV
Kohn-Sham gap   9.8 eV
Relative energy (zero: lowest compared OMol25 entry of this formula, charge and spin)   6.8069 eV

Structure (ORCA input):
```
! wB97M-V def2-TZVPD RIJCOSX def2/J DEFGRID3
* xyz 0 1
O 0.43 2.00 0.35
N 2.82 -0.58 -0.17
N -1.61 -0.16 -0.70
N -2.77 0.33 -0.11
N 1.40 1.47 -0.50
C -0.86 -0.36 0.22
C 0.38 -1.08 0.13
C 1.64 -0.03 -0.15
H -0.31 2.22 -0.18
H 0.88 -1.81 0.89
H 2.89 -1.65 -0.02
H -3.57 0.00 -0.75
H -1.34 -0.25 1.20
H -2.79 -0.09 0.84
H 0.33 -1.85 -0.77
H 2.49 1.83 -0.30
*
```

---

Record 2
ORCA calculation (ωB97M-V with the def2-TZVPD basis set) on a cluster of 2 separate species, C3H8N4O4 in total.

Lowest unoccupied orbital energy   0.479 eV
SMILES   [H]/N=C/NC(N)=O.O=[N+]([O-])CO
F_max   0.105 Eh/bohr
HOMO energy   -10.08 eV
Kohn-Sham gap   10.6 eV
Relative energy (zero: lowest compared OMol25 entry of this formula, charge and spin)   0.0000 eV

Structure (ORCA input):
```
! wB97M-V def2-TZVPD RIJCOSX def2/J DEFGRID3
* xyz 0 1
O -0.43 0.80 -1.31
O 1.09 -0.32 1.14
O 1.94 1.20 -1.03
O -1.06 2.65 -0.37
N -0.80 -1.38 0.30
N -0.23 1.86 -0.75
N -1.65 -1.58 -1.79
N -0.61 -1.01 2.58
C 0.01 -0.85 1.29
C -0.57 -1.48 -1.15
C 1.24 2.15 -0.44
H -1.60 -1.73 -2.76
H 1.49 3.16 -1.02
H 1.98 0.58 -0.30
H -1.76 -1.69 0.44
H 0.00 -0.86 3.42
H 1.37 2.20 0.58
H -0.88 -1.98 2.62
H 0.47 -1.71 -1.43
*
```